Record 1
Below is a 7-piece molecular cluster, C7H26O7 overall, with properties calculated with ωB97M-V/def2-TZVPD.

SMILES = CCCC/C=C/CO.O.O.O.O.O.O
Kohn-Sham gap = 9.626 eV
Relative energy (zero: lowest compared OMol25 entry of this formula, charge and spin) = 395.0 kJ/mol
Charge = 0

Each line ends with the Mulliken charge.
Cartesian coordinates (Å):
H -1.07199 3.58916 1.13426  0.339
C 1.38276 1.94607 -1.15591  -0.480
H -0.21942 -4.30655 -0.42759  0.267
H -0.74667 2.21754 1.50146  0.258
H -0.86376 -3.05214 -1.23790  0.315
H 2.06702 0.69336 0.55055  0.119
H 2.43484 2.51220 -1.42626  0.308
H -0.67401 1.00285 -3.19503  0.326
H 1.63800 -1.35175 -0.36989  0.351
H 2.24315 -1.11168 3.58276  0.277
O 0.03581 -2.82102 2.56678  -0.568
H -2.87161 0.67006 -1.06403  0.226
H -0.67446 -0.34137 -0.54405  0.260
C -2.46242 -0.01091 -1.82833  -0.825
H 0.33621 1.15001 0.57478  -0.317
H 1.84435 1.25234 -3.05197  0.462
H -3.11327 -1.51226 -0.82102  0.427
C -0.15359 0.55710 -2.39156  0.106
H 1.90564 0.01746 -2.02684  -0.368
C 1.37935 1.50758 0.27749  0.524
O 1.70958 -0.37659 3.64302  -0.573
H 0.57665 2.79569 -1.55893  0.144
C 1.78555 2.76091 1.18581  -1.271
H -0.75518 -3.15711 2.99526  0.276
H -2.78330 0.26963 -2.83528  0.396
H 0.90583 3.40497 1.36950  0.306
H 0.81441 -0.49283 3.51003  0.279
O -0.66762 -3.44124 -0.34575  -0.552
H -3.70598 -2.29645 0.94276  0.339
O -3.08323 -1.55482 0.79717  -0.653
H 2.62552 3.25527 0.94864  0.497
H 1.79194 2.52124 2.33249  0.272
O -1.19652 2.99355 1.88740  -0.686
C 1.22601 0.84107 -2.27878  -0.744
H -2.37816 -2.01510 1.21053  0.252
O 2.13332 -2.01951 -1.01435  -0.656
H 2.41342 -1.55741 -1.83890  0.341
C -0.95057 -0.04214 -1.56972  0.317
H 0.20236 -3.16158 1.70365  0.290
O -3.07993 -1.33559 -1.73225  -0.579

Force components x, y, z for each atom (eV/Å):
H -0.381 0.336 0.336
C 1.481 2.629 -3.459
H -0.395 0.869 -0.545
H -0.410 0.137 0.703
H 0.456 -0.786 1.099
H -0.089 0.112 -0.633
H -2.341 -1.350 0.986
H -0.322 0.375 -1.313
H 1.711 -1.937 -2.553
H 0.931 -2.784 -0.354
O 0.298 1.156 1.536
H -0.333 -0.198 -0.317
H 0.038 -0.425 -0.701
C -0.157 -1.493 0.433
H 1.337 0.333 -0.305
H -0.875 0.363 -1.427
H -0.061 -0.544 1.967
C -0.665 -0.147 -1.820
H -0.740 0.025 0.398
C -0.801 1.593 1.908
O 1.576 4.050 0.832
H 1.785 -1.982 1.892
C -4.839 -2.880 3.598
H 0.110 -0.402 -0.568
H 0.655 0.597 0.178
H 0.695 0.353 -1.226
H -2.500 -1.284 -0.541
O -0.158 -0.048 -0.424
H -0.556 0.857 -0.445
O -1.660 -0.942 0.879
H 2.918 1.637 -1.181
H 0.785 -0.454 -1.971
O 0.248 -0.417 -0.925
C 3.779 1.071 2.513
H 2.231 -0.071 0.499
O -1.043 1.693 1.408
H -0.544 -0.341 1.314
C -2.424 -0.572 1.657
H -0.527 -0.632 -1.007
O 0.788 1.504 -2.421

=====

Record 2
Below is a 7-piece molecular cluster, C7H27NO6 overall, with properties calculated with ωB97M-V/def2-TZVPD.

SMILES = CCN1CCC[C@@H]1C.O.O.O.O.O.O
Kohn-Sham gap = 9.257 eV
Relative energy (zero: lowest compared OMol25 entry of this formula, charge and spin) = 235.5 kJ/mol
Charge = 0

Each line ends with the Mulliken charge.
Cartesian coordinates (Å):
H 0.12282 3.50932 0.09811  0.323
H -0.73603 -1.42194 -3.78858  0.395
H -3.07211 -1.46395 -1.72731  0.326
H 1.03907 -2.99878 -2.52010  0.304
O 1.96212 -1.78854 2.07236  -0.664
C -0.40298 -0.62807 1.79058  -1.831
C -0.27047 2.92316 0.96834  -0.770
H 0.28600 -0.42142 2.60069  0.533
H -1.37223 -0.93881 2.27680  0.355
O -1.30354 -0.62592 -3.65785  -0.715
H -0.75510 0.09504 -0.22246  -0.573
H 2.19407 0.82798 0.38108  0.516
H -0.81312 -3.51265 -0.87263  0.352
H 2.35396 0.73785 3.56920  0.339
H -1.75816 -1.08455 -1.95411  0.369
C -0.66411 0.51005 0.80983  1.330
O -2.28309 -1.37503 -1.17079  -0.627
H -2.30084 3.26356 0.20652  0.269
H -2.21449 3.17983 1.90321  0.285
O 0.06258 -3.96414 -0.90941  -0.656
H 1.91272 0.99376 -1.94839  0.318
H 2.14820 2.46916 0.41893  0.552
H 1.56644 2.72652 -1.78640  0.352
C -2.02222 1.21343 1.01411  -0.565
O 0.36616 -2.65993 -3.11844  -0.690
H 0.16381 1.56960 -1.63910  0.203
C 1.48546 1.61207 0.05796  -0.933
H -0.43333 -3.18688 -2.97398  0.336
H 2.13976 -0.81268 1.93698  0.336
H 0.13475 -4.07779 0.05978  0.282
H 1.97114 1.28904 2.09808  0.409
H -2.63605 0.88294 0.20887  0.362
H 2.80684 -2.26059 1.95977  0.263
H -0.02308 -1.52739 1.33020  0.259
H -2.39242 1.00867 2.05265  0.338
C 1.24275 1.74490 -1.46483  -1.061
H -0.64344 0.04990 -3.89641  0.310
C -1.76189 2.74856 1.02074  -0.740
N 0.40660 1.58072 1.04979  0.170
H 0.17214 3.44911 1.78058  0.414
O 2.67478 1.08131 2.73399  -0.774

Force components x, y, z for each atom (eV/Å):
H -0.732 -0.650 0.218
H -0.364 0.470 0.277
H -0.599 -0.262 0.826
H -0.342 -0.115 0.205
O 1.176 0.484 -0.273
C -1.948 -0.915 0.374
C 1.376 -0.010 -0.582
H -0.150 0.539 0.002
H 0.818 0.300 -0.427
O 1.003 -0.115 -0.639
H 0.915 0.484 0.604
H -0.443 -0.506 -1.116
H 0.611 -0.035 -0.590
H -0.552 0.145 -0.172
H 0.671 0.231 0.692
C 0.448 0.560 0.357
O -0.117 -0.112 -1.523
H 0.492 -0.277 0.004
H 0.152 0.086 0.401
O -1.345 0.242 1.713
H -0.909 0.486 0.005
H -0.889 -0.512 -0.681
H -0.279 0.168 -0.257
C 1.100 0.817 1.842
O -0.264 0.080 -0.874
H 0.661 0.047 -0.429
C 2.353 0.720 1.586
H 0.669 -0.152 0.191
H 0.217 -1.590 0.327
H 0.643 -0.260 -0.570
H -0.884 0.066 0.973
H -1.020 -0.182 -0.091
H -0.355 0.597 0.091
H -0.002 -0.015 -0.316
H -0.140 -0.402 -1.206
C 0.219 -1.066 0.974
H -0.611 0.033 0.254
C -0.946 -0.169 -0.707
N -1.705 0.198 -2.241
H -0.164 0.761 1.028
O 1.241 -0.167 -0.247

=====

Asked for HOMO energy across the records above, the calculation gives -9.52, -8.86 eV in order.
Asked for molar mass across the records above, the calculation gives 222.28, 221.29 g/mol in order.
Asked for max |F| across the records above, the calculation gives 6.68, 2.93 eV Å⁻¹ in order.